1.
Molecular formula: C2H8NO2
Method: DFT, ωB97M-V/def2-TZVPD

Structure (XYZ):
```
13
Properties=species:S:1:pos:R:3:lowdin_charge:R:1
C -0.118 -0.609 0.019 -0.45
O -0.732 0.545 -0.298 -0.24
C 1.385 -0.497 -0.091 -0.31
N 1.898 0.617 0.743 -0.04
H -0.335 -0.872 1.088 0.09
H -0.500 -1.485 -0.543 0.10
H 1.828 -1.434 0.254 0.09
H 1.732 -0.339 -1.104 0.09
H 1.078 1.256 0.746 0.05
H 1.864 0.250 1.683 0.03
H -3.387 0.627 -0.514 -0.06
H -1.819 0.823 -0.803 -0.05
O -2.894 1.118 -1.180 -0.31
```

Computed properties:
total energy	-7788.87587	eV
Kohn-Sham gap	8.29	eV
HOMO level	-3.89	eV
charge	-1
ΔE to the lowest compared entry with this formula, charge and spin	7.1	kcal per mole

***

2.
Molecular formula: C2H8NO2
Method: DFT, ωB97M-V/def2-TZVPD

Structure (XYZ):
```
13
Properties=species:S:1:pos:R:3:lowdin_charge:R:1
C 0.341 0.245 -0.165 -0.34
O 1.073 0.804 0.868 -0.16
C -1.135 0.101 0.273 -0.16
N -2.097 -0.048 -1.299 -0.06
H 0.756 -0.753 -0.334 0.10
H 0.302 0.889 -1.066 0.10
H -1.255 0.474 1.273 0.10
H -1.482 -0.915 0.178 0.07
H -3.070 -0.121 -0.947 -0.02
H -1.784 0.813 -0.554 0.01
H 3.477 -0.785 0.017 -0.14
H 1.939 0.262 0.961 0.01
O 2.936 -0.965 0.795 -0.51
```

Computed properties:
total energy	-7784.45862	eV
Kohn-Sham gap	7.27	eV
HOMO level	-3.37	eV
charge	-1
ΔE to the lowest compared entry with this formula, charge and spin	109.0	kcal per mole

***

3.
Molecular formula: C2H8NO2
Method: DFT, ωB97M-V/def2-TZVPD

Structure (XYZ):
```
13
Properties=species:S:1:pos:R:3:lowdin_charge:R:1
C 1.092 -0.585 -0.459 -0.17
C 0.060 0.525 -0.759 0.04
N 0.125 1.626 -0.001 0.24
O 1.648 -0.273 0.781 -0.03
O -1.649 -0.460 0.537 -0.02
H 0.467 -1.381 -0.306 0.10
H 1.897 -0.588 -1.302 0.19
H -0.742 0.308 -1.376 0.12
H -0.529 2.319 -0.169 0.12
H 1.014 1.698 0.490 0.15
H -1.215 -0.574 1.371 0.06
H 2.558 -0.040 0.690 0.10
H -2.480 -0.956 0.569 0.10
```

Computed properties:
total energy	-7780.94133	eV
Kohn-Sham gap	11.32	eV
HOMO level	-16.07	eV
charge	+1
ΔE to the lowest compared entry with this formula, charge and spin	46.5	kcal per mole

***

4.
Molecular formula: C2H8NO2PS
Method: DFT, ωB97M-V/def2-TZVPD

Structure (XYZ):
```
15
Properties=species:S:1:pos:R:3:lowdin_spin:R:1
C -0.721 1.365 -0.882 0.03
C 0.593 1.443 -0.178 0.11
N 0.860 0.545 0.850 0.85
O -1.416 -1.623 0.942 0.09
O 0.849 -2.654 1.107 0.08
P 0.030 -1.689 0.177 0.36
S 0.086 -2.302 -1.690 0.40
H -0.576 1.950 -1.717 0.00
H -0.960 0.355 -1.132 0.00
H -1.540 1.855 -0.293 0.00
H 1.550 1.539 -0.858 0.01
H 0.516 2.337 0.406 0.05
H 1.809 0.163 0.831 0.02
H -1.673 -0.817 0.442 0.00
H 0.594 -2.467 1.996 0.00
```

Computed properties:
spin multiplicity	3
total energy	-27910.15798	eV
Kohn-Sham gap (alpha / beta)	7.56 / 6.95	eV
HOMO level (alpha / beta)	-6.85 / -9.19	eV
ΔE to the lowest compared entry with this formula, charge and spin	31.0	kcal per mole

***

5.
Molecular formula: C2H8NO4
Method: DFT, ωB97M-V/def2-TZVPD

Structure (XYZ):
```
15
Properties=species:S:1:pos:R:3:lowdin_charge:R:1
O 1.620 0.593 -0.212 -0.08
C 0.427 0.611 0.185 -0.72
O -0.495 1.258 -0.305 -0.06
C 0.112 -0.087 1.523 -0.22
N -1.311 -0.520 1.659 -0.04
H 0.811 -1.012 1.548 0.11
H 0.473 0.406 2.468 0.11
H -1.819 0.329 2.143 0.10
H -1.719 -0.468 0.767 0.01
H 1.947 -1.517 -1.875 0.05
H 2.392 -1.029 -0.523 -0.05
O 2.559 -1.740 -1.121 -0.11
H -1.453 1.823 -1.927 0.01
H -1.534 0.257 -2.124 0.02
O -2.009 1.094 -2.205 -0.11
```

Computed properties:
total energy	-11885.42810	eV
Kohn-Sham gap	8.85	eV
HOMO level	-4.86	eV
charge	-1
ΔE to the lowest compared entry with this formula, charge and spin	24.7	kcal per mole

***

6.
Molecular formula: C2H8NOP
Method: DFT, ωB97M-V/def2-TZVPD

Structure (XYZ):
```
13
Properties=species:S:1:pos:R:3:lowdin_charge:R:1
C 0.759 -0.016 0.729 -0.14
C 0.572 -2.196 -0.127 -0.05
N 0.002 -1.111 0.156 -0.26
O -3.062 0.469 0.454 -0.58
P -2.338 -0.634 -0.085 0.70
H 0.316 0.490 1.606 0.08
H 1.802 -0.259 0.949 0.07
H 0.769 0.802 -0.136 0.11
H 1.640 -2.469 0.115 0.10
H -0.752 1.471 -2.234 -0.02
H -0.092 -3.011 -0.487 0.08
H -1.821 0.061 -1.367 -0.13
H -1.011 2.134 -2.416 0.03
```

Computed properties:
total energy	-15027.11244	eV
Kohn-Sham gap	8.93	eV
HOMO level	-8.36	eV
ΔE to the lowest compared entry with this formula, charge and spin	92.5	kcal per mole